No. 1
Density functional theory data (the ωB97M-V functional and the def2-TZVPD basis) for a structure of composition C45H61AsBFMnN3O5Si3.

Last column: Löwdin spin population.
Positions of all 121 atoms, in Å:
Mn: -0.6636 0.7520 0.2833  3.052
C: -3.5536 -0.3775 0.5847  -0.001
N: -2.6636 0.7377 0.2140  -0.027
C: -3.1643 1.8039 -0.3166  0.008
C: -2.2712 2.8210 -0.7046  0.007
C: -2.3758 4.0339 -1.3773  0.012
C: -1.0655 4.4902 -1.5547  0.010
C: -0.2171 3.5316 -0.9872  0.010
N: -0.9423 2.5361 -0.4658  -0.021
C: -4.3410 -0.9040 -0.5922  -0.001
C: -5.7269 -0.8309 -0.6167  0.000
C: -6.4409 -1.3075 -1.7130  0.000
C: -5.7691 -1.8594 -2.7930  0.000
C: -4.3797 -1.9490 -2.7708  0.000
C: -3.6750 -1.4800 -1.6743  0.000
H: -4.2295 -0.0455 1.3727  0.000
H: -2.9302 -1.1671 0.9942  -0.001
H: -4.2385 1.8874 -0.4810  -0.001
H: -3.2930 4.5179 -1.6862  0.000
H: -0.7530 5.4039 -2.0397  0.000
H: 0.8628 3.5166 -0.9465  0.000
H: -6.2556 -0.3923 0.2243  0.000
H: -7.5228 -1.2440 -1.7219  0.000
H: -6.3237 -2.2268 -3.6480  0.000
H: -3.8452 -2.3909 -3.6047  0.000
H: -2.5950 -1.5865 -1.6395  -0.001
C: 4.4372 -4.5818 0.1102  0.001
C: 4.9937 -3.2124 0.4741  0.008
C: 6.2146 -2.8823 -0.3663  0.001
C: 6.8054 -1.5450 0.0471  0.001
C: 5.7473 -0.4702 -0.0055  0.038
C: 6.1204 0.8668 -0.2125  0.123
C: 5.1424 1.8301 -0.2930  0.017
F: 5.5098 3.1132 -0.5041  -0.007
C: 3.8046 1.5412 -0.1709  0.097
C: 3.4098 0.2096 0.0523  0.015
C: 2.0518 -0.1184 0.2627  0.248
O: 1.1547 0.8976 0.2272  0.124
C: 1.7021 -1.4694 0.5169  0.030
C: 2.6691 -2.4194 0.5406  0.137
N: 3.9880 -2.1472 0.3046  0.120
C: 4.4073 -0.8039 0.1173  0.051
C: 0.3126 -1.9330 0.7951  0.005
O: 0.0519 -3.0895 1.0276  0.013
O: -0.6216 -0.9870 0.8802  0.033
H: 5.2666 -5.2866 0.0384  0.000
H: 3.9300 -4.5455 -0.8579  0.000
H: 3.7408 -4.9708 0.8531  0.000
H: 5.3007 -3.2241 1.5279  0.004
H: 5.9147 -2.8476 -1.4191  0.000
H: 6.9442 -3.6850 -0.2518  0.000
H: 7.6355 -1.2713 -0.6060  0.000
H: 7.2134 -1.6242 1.0599  0.000
H: 7.1648 1.1391 -0.3136  0.008
H: 3.0565 2.3186 -0.2352  0.007
H: 2.3862 -3.4398 0.7356  0.009
C: 1.1489 -3.4904 -6.6264  0.000
C: -0.3713 -3.2933 -6.5217  0.000
C: -1.0140 -4.5805 -5.9829  0.000
C: -0.9179 -3.0342 -7.9257  0.000
C: -0.6697 -2.1390 -5.5606  0.000
C: -1.3834 -1.0027 -5.9485  0.000
C: -1.6632 0.0503 -5.0703  0.000
C: -1.1991 -0.0786 -3.7894  -0.005
O: -1.3372 0.7819 -2.7180  -0.016
B: -0.7125 0.1371 -1.6688  -0.113
O: -0.1616 -1.0686 -2.0559  -0.018
C: -0.4887 -1.1933 -3.3916  -0.005
C: -0.2094 -2.2320 -4.2391  0.000
H: 1.3758 -4.3021 -7.3234  0.000
H: 1.5913 -3.7440 -5.6597  0.000
H: 1.6320 -2.5794 -6.9897  0.000
H: -0.8147 -5.4143 -6.6620  0.000
H: -2.0975 -4.4622 -5.8926  0.000
H: -0.6210 -4.8464 -4.9981  0.000
H: -0.6728 -3.8833 -8.5676  0.000
H: -0.4766 -2.1390 -8.3730  0.000
H: -2.0060 -2.9221 -7.9230  0.000
H: -1.7434 -0.9183 -6.9655  0.000
H: -2.2217 0.9240 -5.3874  0.000
H: 0.3442 -3.0918 -3.8793  0.000
C: -2.5459 1.6787 6.0683  0.001
Si: -2.4775 1.1525 4.2808  0.002
C: -3.9731 1.9455 3.4815  0.000
C: -2.5677 -0.7068 4.2302  0.000
As: -0.6330 1.7246 2.9214  0.010
Si: 1.2195 0.9307 4.1673  0.003
C: 1.1235 1.2117 6.0121  0.001
C: 2.7649 1.7599 3.5501  0.001
C: 1.3626 -0.9051 3.9276  0.001
Si: -0.4986 4.0671 3.1816  0.001
C: -1.8699 4.8393 2.1968  0.000
C: -0.6912 4.6901 4.9272  0.001
C: 1.1366 4.6226 2.4870  0.000
H: -3.4955 1.3028 6.4709  0.000
H: -2.5400 2.7656 6.1786  0.000
H: -1.7384 1.2722 6.6761  0.000
H: -4.8907 1.4312 3.7922  0.000
H: -3.9229 1.9423 2.3886  0.000
H: -4.0484 2.9885 3.8079  0.000
H: -3.5444 -1.0652 4.5757  0.000
H: -1.8034 -1.1276 4.8920  0.000
H: -2.3816 -1.0999 3.2266  0.000
H: 0.8514 2.2341 6.2891  0.000
H: 2.1201 1.0014 6.4210  0.000
H: 0.4194 0.5245 6.4871  0.000
H: 2.8724 2.7576 3.9847  0.000
H: 2.7807 1.8565 2.4575  0.001
H: 3.6341 1.1639 3.8502  0.000
H: 0.4514 -1.4286 4.2335  0.000
H: 2.1906 -1.2684 4.5473  0.000
H: 1.5691 -1.1778 2.8870  0.001
H: -2.8450 4.4175 2.4622  0.000
H: -1.7248 4.7079 1.1212  0.000
H: -1.8936 5.9144 2.4145  0.000
H: -1.7297 4.5898 5.2575  0.000
H: -0.4423 5.7591 4.9289  0.000
H: -0.0477 4.1895 5.6554  0.000
H: 1.3680 4.0775 1.5653  0.000
H: 1.9557 4.4578 3.1902  0.000
H: 1.0941 5.6923 2.2525  0.000

## Properties
lowest unoccupied orbital energy (spin up / spin down): -0.00662 / -0.01673 Eh
2S+1: 5
E: -6672.0665 Ha
energy relative to the best compared isomer or geometry (same formula, charge and spin): 117.3 kJ/mol
<S²>: 6.147

---

No. 2
Density functional theory data (the ωB97M-V functional and the def2-TZVPD basis) for a structure of composition C7H10N3 in a non-equilibrium geometry.

Last column: Mulliken charge in e.
Positions of all 20 atoms, in Å:
C: 4.5067 -0.4162 0.1224  -0.232
C: 4.1190 0.8707 -0.1456  -0.317
C: 2.4374 -0.2868 -0.1478  0.444
C: -2.3650 0.7765 0.1787  -0.531
C: -2.6695 -0.6837 -0.2077  -0.477
C: -0.8456 0.9031 -0.0700  -0.599
C: -1.3074 -1.3020 -0.2206  -0.337
N: 3.3550 -1.1908 0.1207  -0.005
N: 2.7421 0.9143 -0.3115  -0.221
N: -0.3858 -0.4522 -0.1413  -0.058
H: 5.4720 -0.8445 0.3049  0.390
H: 4.6866 1.7749 -0.2343  0.414
H: -2.9339 1.4951 -0.4050  0.311
H: -2.5840 0.9419 1.2334  0.262
H: -3.3463 -1.1920 0.4764  0.315
H: -3.0886 -0.7659 -1.2160  0.278
H: -0.6174 1.3933 -1.0203  0.322
H: -0.3089 1.4359 0.7125  0.367
H: 3.2746 -2.1822 0.2936  0.242
H: -1.1317 -2.3603 -0.3070  0.430

## Properties
lowest unoccupied orbital energy (spin up / spin down): -0.26720 / -0.26677 Eh
2S+1: 1
E: -436.5878 Ha
total charge: +1
energy relative to the best compared isomer or geometry (same formula, charge and spin): 468.4 kJ/mol

---

No. 3
Density functional theory data (the ωB97M-V functional and the def2-TZVPD basis) for a cluster of 2 separate species, C6H9N in total.

Last column: Mulliken charge in e.
Positions of all 16 atoms, in Å:
C: -1.2623 -0.8397 1.0794  -1.369
C: -0.2372 -0.4532 0.0399  1.440
C: 1.0861 -1.1899 -0.0241  -0.863
C: 1.0468 0.2953 0.3111  0.035
C: 1.4007 1.0688 -0.8965  -0.701
N: 0.3516 0.7419 -1.7357  0.161
C: -0.6277 -0.1453 -1.3582  -0.828
H: -1.8375 0.0354 1.3991  0.272
H: -0.7915 -1.2696 1.9712  0.345
H: -1.9586 -1.5773 0.6671  0.353
H: 1.2949 -1.8749 0.7946  0.273
H: 1.4825 -1.4889 -0.9919  0.250
H: 1.3802 0.5911 1.3025  0.405
H: -0.5100 2.6416 0.1584  0.019
H: 0.3591 1.0884 -2.6862  0.212
H: -1.1769 2.3762 -0.0309  -0.005

## Properties
lowest unoccupied orbital energy: -0.01942 Eh
2S+1: 1
E: -288.5581 Ha
energy relative to the best compared isomer or geometry (same formula, charge and spin): 588.1 kJ/mol

---

No. 4
Density functional theory data (the ωB97M-V functional and the def2-TZVPD basis) for a cluster of 2 separate species, C7H12N2O in total in a non-equilibrium geometry.

Last column: Löwdin spin population.
Positions of all 22 atoms, in Å:
C: 0.6356 -2.0762 0.3448  0.020
C: 0.0332 -1.9276 -0.8140  0.070
C: 1.6061 -0.3606 -0.6953  1.157
C: 0.1593 2.1270 0.5380  0.044
C: -0.9415 1.0069 2.5810  0.012
C: 0.0616 -0.4302 -2.6431  0.038
C: -0.7161 1.0899 1.2694  0.000
N: 1.5948 -1.1202 0.3826  0.266
N: 0.6044 -0.8398 -1.4517  0.282
O: -1.2760 0.1994 0.4053  0.005
H: 0.3470 -2.7213 1.1891  0.003
H: -0.8781 -2.4168 -1.1649  0.016
H: 0.9825 1.5651 0.0149  0.035
H: -0.4455 2.5262 -0.1752  0.001
H: 0.5997 3.0031 1.2030  0.002
H: 2.2726 -0.9634 1.2478  0.010
H: -1.6537 0.4211 3.1539  0.001
H: -0.3418 1.7412 3.0968  0.000
H: -1.0908 -0.3208 -2.5522  0.013
H: 0.4071 0.5239 -2.9285  0.008
H: 0.2720 -1.1127 -3.5305  0.016
H: -2.2322 0.0858 0.5288  0.001

## Properties
lowest unoccupied orbital energy (spin up / spin down): 0.02817 / -0.03853 Eh
2S+1: 3
E: -458.3970 Ha
energy relative to the best compared isomer or geometry (same formula, charge and spin): 157.8 kJ/mol
<S²>: 2.009

---

No. 5
Density functional theory data (the ωB97M-V functional and the def2-TZVPD basis) for a structure of composition C32H28B4FeN4O32 in a non-equilibrium geometry.

Last column: Löwdin spin population.
Positions of all 101 atoms, in Å:
Fe: -9.1524 5.3918 -16.0484  4.434
O: -13.6449 5.5898 -16.8650  0.000
C: -13.5520 5.3253 -15.6896  0.003
O: -14.4983 5.1295 -14.7247  0.002
B: -13.9268 4.9925 -13.3926  0.000
O: -12.5147 5.0645 -13.6007  0.005
C: -12.2742 5.2494 -14.8868  0.010
O: -11.1594 5.3554 -15.4391  0.071
O: -14.2306 3.6232 -12.8198  0.000
C: -14.5588 3.6943 -11.6061  0.000
O: -14.7300 2.8861 -10.7368  0.000
C: -14.7329 5.1920 -11.2759  0.000
O: -14.4747 5.8602 -12.3857  0.000
O: -15.0833 5.7454 -10.2359  0.000
O: -9.5503 3.4350 -14.1890  0.010
C: -9.6640 2.8498 -13.0956  0.001
O: -10.5348 2.9874 -12.1710  0.000
B: -10.2088 2.1939 -10.9688  0.000
O: -8.9213 1.5155 -11.3248  0.000
C: -8.5637 1.8941 -12.5951  0.000
O: -7.5047 1.5596 -13.0614  0.000
O: -10.0943 3.0728 -9.7364  0.000
C: -11.1110 2.8039 -8.9047  0.000
O: -11.3113 3.4139 -7.8544  0.000
C: -11.8765 1.5982 -9.5042  0.000
O: -11.3350 1.2725 -10.7223  0.000
O: -12.8677 1.0755 -9.0037  0.000
O: -8.7484 6.1506 -20.7726  0.000
C: -7.7488 5.6054 -20.3598  0.002
O: -6.6999 5.2304 -21.0728  0.001
B: -5.4953 5.0188 -20.1608  0.000
O: -6.1153 4.8181 -18.7814  0.002
C: -7.3493 5.2773 -18.8388  0.007
O: -8.1192 5.4406 -17.9077  0.054
O: -4.5078 6.1399 -20.0492  0.000
C: -3.2796 5.5623 -20.1223  0.000
O: -2.2278 6.1169 -19.9958  0.000
C: -3.4492 4.0939 -20.4456  0.000
O: -4.7324 3.8469 -20.6322  0.000
O: -2.5507 3.2712 -20.6214  0.000
O: -8.9387 6.0176 -14.0687  0.098
C: -9.2398 6.4145 -12.9288  0.012
O: -10.3300 6.9231 -12.5422  0.006
B: -10.4361 6.9514 -11.0664  0.001
O: -9.1984 6.4211 -10.5664  0.003
C: -8.4104 6.0528 -11.6360  0.005
O: -7.3078 5.4976 -11.6804  0.001
O: -11.5668 6.2877 -10.5312  0.000
C: -12.2566 7.1026 -9.7477  0.000
O: -13.2319 6.8706 -9.0690  0.000
C: -11.5871 8.5071 -9.8828  0.000
O: -10.5660 8.3610 -10.6478  0.000
O: -12.0464 9.5092 -9.3268  0.000
C: -3.6762 3.4531 -16.9144  0.000
C: -3.9506 3.1909 -15.3966  0.000
C: -5.3806 2.6637 -15.1251  0.001
C: -6.4786 3.5894 -15.2911  0.011
N: -7.3476 4.2961 -15.5346  0.059
H: -3.8860 2.6855 -17.6594  0.000
H: -2.6422 3.6731 -17.1800  0.000
H: -4.2823 4.2461 -17.3525  0.000
H: -4.0140 4.1289 -14.8450  0.000
H: -3.1304 2.5971 -14.9932  0.000
H: -5.3875 2.1120 -14.1851  0.000
H: -5.6541 1.8313 -15.7735  0.000
C: -12.3619 7.3123 -22.3925  0.000
C: -11.6393 6.6133 -21.2538  0.000
C: -12.3886 6.4776 -19.9377  0.000
C: -11.4393 6.1387 -18.8180  0.000
N: -10.6949 5.8781 -17.9645  0.042
H: -13.2717 6.8450 -22.7693  0.000
H: -11.8141 7.5900 -23.2930  0.000
H: -12.6657 8.3322 -22.1567  0.000
H: -10.7884 7.2814 -21.1210  0.000
H: -11.2991 5.6053 -21.4914  0.000
H: -13.2345 5.7915 -19.9798  0.000
H: -12.9641 7.3439 -19.6113  0.000
C: -8.9450 0.0176 -15.5859  0.000
C: -10.3233 0.3083 -15.9953  0.000
C: -10.3761 1.0026 -17.3898  0.001
C: -10.0532 2.4218 -17.1413  0.010
N: -9.7530 3.5254 -16.9166  0.061
H: -8.2005 0.8054 -15.4714  0.000
H: -8.5258 -0.7783 -16.2014  0.000
H: -9.0440 -0.4162 -14.5908  0.000
H: -10.7323 0.9956 -15.2548  0.000
H: -10.9165 -0.5739 -16.2358  0.000
H: -11.2991 0.7824 -17.9263  0.000
H: -9.6283 0.6539 -18.1021  0.000
C: -6.6094 8.9217 -18.9104  0.000
C: -7.4434 9.9660 -18.1576  0.001
C: -8.9145 9.5968 -17.8540  0.003
C: -9.0623 8.3871 -17.0506  0.024
N: -9.1699 7.4172 -16.3636  0.055
H: -6.9461 8.7944 -19.9392  0.000
H: -6.7456 7.9188 -18.5058  0.000
H: -5.5286 9.0634 -18.9136  0.000
H: -7.4737 10.8456 -18.8006  0.000
H: -7.0255 10.2742 -17.1992  0.000
H: -9.6105 9.4194 -18.6739  0.001
H: -9.2910 10.4713 -17.3233  0.000

## Properties
lowest unoccupied orbital energy (spin up / spin down): 0.02044 / -0.09520 Eh
2S+1: 6
E: -5226.9071 Ha
total charge: -1
energy relative to the best compared isomer or geometry (same formula, charge and spin): 468.9 kJ/mol
<S²>: 8.756